[1]
Density functional theory data (ωB97M-V with the def2-TZVPD basis set) for a cluster of 4 separate species, C2H14N2O3 in total at a distorted geometry.

- SMILES = NCCN.O.O.O
- HOMO level (eV) = -9.53
- orbital gap (eV) = 10.0

ORCA input file:
```
! RIJCOSX wB97M-V def2-TZVPD def2/J DEFGRID3
* xyz 0 1
N -0.685 0.456 2.311
C 0.235 0.480 1.167
C 0.312 -0.906 0.548
N 1.156 -0.988 -0.654
H -1.510 -0.107 2.110
H -1.009 1.384 2.553
H 1.212 0.721 1.588
H -0.008 1.227 0.397
H 0.834 -1.507 1.297
H -0.712 -1.263 0.370
H 1.226 -1.985 -0.831
H 0.659 -0.653 -1.483
H 2.810 -0.213 -0.110
H 4.278 -0.110 0.391
O 3.458 0.365 0.362
H -1.196 -0.397 -3.197
H -1.615 0.382 -1.970
O -0.901 0.266 -2.597
H -3.256 1.261 -0.334
H -2.653 -0.067 0.105
O -3.231 0.335 -0.575
*
```

---

[2]
Density functional theory data (ωB97M-V with the def2-TZVPD basis set) for a cluster of 2 separate species, C24H25F2OSi in total at a distorted geometry.

- HOMO level (eV) = -10.75
- orbital gap (eV) = 4.6

ORCA input file:
```
! RIJCOSX wB97M-V def2-TZVPD def2/J DEFGRID3
* xyz 1 1
C 4.566 -1.119 1.560
Si 2.919 -0.339 1.174
C 2.245 0.718 2.547
C 3.058 0.604 -0.430
C 1.602 -1.693 0.879
C 1.221 -2.647 1.749
O 0.980 -1.381 -0.323
C 0.743 -2.355 -1.292
C -0.040 -3.460 -0.990
C -0.127 -4.473 -1.949
C 0.502 -4.335 -3.186
C 1.239 -3.185 -3.482
C 1.326 -2.156 -2.548
H 5.307 -0.317 1.695
H 4.540 -1.728 2.475
H 4.900 -1.755 0.727
H 2.914 1.578 2.692
H 1.251 1.093 2.261
H 2.148 0.177 3.498
H 3.766 1.433 -0.298
H 3.426 -0.028 -1.249
H 2.090 1.021 -0.730
H 0.623 -3.523 1.492
H 1.686 -2.611 2.736
H -0.555 -3.504 -0.031
H -0.702 -5.367 -1.714
H 0.408 -5.126 -3.930
H 1.737 -3.080 -4.445
H 1.850 -1.221 -2.759
F -6.705 -2.647 4.957
C -5.358 -2.395 5.001
C -4.920 -1.070 4.956
C -3.554 -0.843 4.904
C -2.592 -1.905 4.891
C -1.221 -1.541 4.737
C -0.034 -2.210 5.145
C 1.123 -1.398 5.370
C 2.374 -1.942 5.605
C 2.481 -3.332 5.613
F 3.735 -3.886 5.647
C 1.381 -4.181 5.510
C 0.129 -3.618 5.291
C -3.112 -3.228 5.012
C -4.482 -3.475 5.050
H -5.640 -0.254 4.930
H -3.187 0.184 4.880
H -1.069 -0.525 4.364
H 1.001 -0.313 5.355
H 3.254 -1.313 5.734
H 1.509 -5.261 5.563
H -0.725 -4.276 5.194
H -2.435 -4.070 5.055
H -4.861 -4.495 5.089
*
```

---

[3]
Density functional theory data (ωB97M-V with the def2-TZVPD basis set) for a cluster of 2 separate species, C5H12NP in total at a distorted geometry.

- SMILES = C=C(C)C.C=NP
- HOMO level (eV) = -8.71
- orbital gap (eV) = 9.6

ORCA input file:
```
! RIJCOSX wB97M-V def2-TZVPD def2/J DEFGRID3
* xyz 0 1
C 2.161 -0.777 -0.490
C -0.129 -1.740 -0.268
C 0.652 -0.231 1.449
C -0.599 1.168 -1.196
C 0.844 -1.021 0.204
N -1.783 0.932 -0.861
P -2.389 1.550 0.666
H 2.778 -1.621 -0.271
H 2.577 0.107 0.121
H 2.158 -0.420 -1.549
H -0.174 -2.268 -1.180
H -1.078 -1.591 0.227
H -3.532 0.821 0.706
H -0.387 -0.338 1.674
H 1.019 0.857 1.310
H 1.118 -0.676 2.269
H -0.393 1.019 -2.212
H 0.188 1.677 -0.527
H -3.031 2.553 -0.072
*
```

---

[4]
Density functional theory data (ωB97M-V with the def2-TZVPD basis set) for the molecule C3H7N3 at a distorted geometry.

- SMILES = N#C[C@H](N)CN
- HOMO level (eV) = -10.03
- orbital gap (eV) = 10.8

ORCA input file:
```
! RIJCOSX wB97M-V def2-TZVPD def2/J DEFGRID3
* xyz 0 1
N -1.853 0.287 0.290
C -0.626 0.431 -0.484
C 0.618 -0.048 0.307
N 1.028 -1.391 -0.102
C 1.727 0.895 0.073
N 2.551 1.692 -0.083
H -2.490 1.048 0.085
H -2.345 -0.569 0.064
H -0.490 1.490 -0.718
H -0.631 -0.117 -1.436
H 0.359 0.035 1.373
H 0.296 -2.048 0.153
H 1.858 -1.677 0.411
*
```

---

[5]
Density functional theory data (ωB97M-V with the def2-TZVPD basis set) for a structure of composition C21H22CrN2 at a distorted geometry.

- HOMO level (alpha / beta) (eV) = -5.77 / -8.20
- orbital gap (alpha / beta) (eV) = 5.5 / 7.6

ORCA input file:
```
! RIJCOSX wB97M-V def2-TZVPD def2/J DEFGRID3
* xyz 0 5
C 0.659 -4.219 2.916
C -0.782 -4.138 3.419
H 0.735 -4.914 2.074
H 1.315 -4.589 3.710
H 1.035 -3.247 2.589
H -1.435 -3.631 2.704
H -1.180 -5.144 3.590
H -0.840 -3.596 4.368
C 1.829 -0.054 -2.149
C 2.255 0.125 -3.458
C 1.420 0.776 -4.382
C 0.185 1.264 -3.958
H 2.442 -0.486 -1.364
H 3.238 -0.245 -3.743
H 1.724 0.906 -5.417
H -0.503 1.838 -4.588
N 0.590 0.330 -1.762
C -0.211 1.022 -2.639
C -1.440 1.493 -2.033
N -1.498 1.232 -0.686
C -2.598 1.578 0.021
C -3.672 2.396 -1.981
C -3.724 2.087 -0.612
H -2.531 1.388 1.091
H -4.620 2.238 -0.013
C -2.491 2.149 -2.682
H -2.358 2.424 -3.729
H -4.547 2.813 -2.479
Cr -0.007 0.213 0.126
C -0.772 -0.856 1.725
H -1.678 -1.452 1.522
H -1.057 -0.078 2.462
H -0.018 -1.501 2.214
C 1.410 1.084 0.949
C 2.434 1.506 1.529
C 3.545 1.942 2.267
C 3.738 1.439 3.566
C 4.830 1.880 4.309
C 5.633 2.924 3.820
C 5.405 3.461 2.546
C 4.408 2.919 1.735
H 3.036 0.712 3.978
H 5.038 1.440 5.289
H 6.438 3.310 4.442
H 6.017 4.286 2.181
H 4.279 3.263 0.706
*
```

---

[6]
Density functional theory data (ωB97M-V with the def2-TZVPD basis set) for the molecule C5H13NOS at a distorted geometry.

- SMILES = CSCC[C@@H](N)CO
- HOMO level (eV) = -8.34
- orbital gap (eV) = 9.2

ORCA input file:
```
! RIJCOSX wB97M-V def2-TZVPD def2/J DEFGRID3
* xyz 0 1
C 2.112 -1.179 0.878
O 1.705 -0.569 2.198
C 1.453 0.003 -0.270
C -0.023 0.096 0.035
C -0.861 0.269 -1.208
S -2.548 1.113 -1.165
C -3.748 0.074 -0.665
N 2.230 1.256 -0.066
H 1.686 -2.140 0.924
H 3.235 -1.047 0.895
H 2.356 -0.714 2.876
H 1.710 -0.446 -1.165
H -0.124 1.025 0.722
H -0.521 -0.717 0.614
H -0.361 0.951 -1.985
H -0.808 -0.572 -1.919
H -4.053 0.230 0.389
H -3.567 -1.025 -0.609
H -4.647 0.220 -1.294
H 3.109 1.115 0.464
H 1.665 2.056 0.351
*
```

---

[7]
Density functional theory data (ωB97M-V with the def2-TZVPD basis set) for the molecule C5H4F2 at a distorted geometry.

- HOMO level (eV) = -8.85
- orbital gap (eV) = 9.3

ORCA input file:
```
! RIJCOSX wB97M-V def2-TZVPD def2/J DEFGRID3
* xyz 0 1
C 0.756 1.082 0.037
C 0.644 -1.155 -0.018
C -0.128 0.034 -0.485
C 0.595 -0.058 1.079
C -1.451 0.093 -0.105
F -2.301 1.068 -0.102
F -2.132 -1.102 -0.110
H 1.675 1.195 -0.527
H 0.488 2.108 0.328
H 0.202 -2.009 0.340
H 1.651 -1.255 -0.437
*
```

---

[8]
Density functional theory data (ωB97M-V with the def2-TZVPD basis set) for a structure of composition C5H12N2O at a distorted geometry.

- HOMO level (eV) = -8.59
- orbital gap (eV) = 9.5

ORCA input file:
```
! RIJCOSX wB97M-V def2-TZVPD def2/J DEFGRID3
* xyz 0 1
C -0.252 1.523 0.139
C 1.854 -2.149 0.283
C -1.192 2.632 0.578
N -0.986 0.124 0.630
N 0.766 -1.338 0.790
C -0.283 -0.913 0.054
C -0.389 -1.128 -1.331
O -0.021 1.495 -1.179
H -0.111 0.306 -1.546
H -1.897 0.185 0.185
H 0.891 -0.861 1.669
H 0.661 1.501 0.759
H 2.424 -1.627 -0.491
H 1.472 -3.082 -0.133
H 2.526 -2.385 1.106
H -2.122 2.574 0.009
H -0.725 3.592 0.362
H -1.410 2.564 1.643
H -1.392 -1.088 -1.738
H 0.185 -1.925 -1.788
*
```

---

[9]
Density functional theory data (ωB97M-V with the def2-TZVPD basis set) for a cluster of 3 separate species, C5H12O in total.

- SMILES = C=C(C)C.[H][H].C=O
- HOMO level (eV) = -9.48
- orbital gap (eV) = 10.3

ORCA input file:
```
! RIJCOSX wB97M-V def2-TZVPD def2/J DEFGRID3
* xyz 0 1
C 1.502 -0.359 0.927
C 0.205 0.404 0.842
C 0.318 1.898 0.689
C -0.976 -0.200 0.977
C -1.386 -1.620 -1.453
O -1.836 -0.889 -2.299
H 1.351 -1.433 0.772
H 1.964 -0.223 1.913
H 2.225 -0.002 0.183
H 0.752 0.284 -2.098
H 0.667 2.338 1.632
H -0.647 2.351 0.440
H 1.044 2.176 -0.085
H -1.045 -1.268 1.178
H -1.913 0.350 0.928
H -2.039 -2.226 -0.796
H -0.298 -1.735 -1.287
H 0.111 0.152 -2.462
*
```

---

[10]
Density functional theory data (ωB97M-V with the def2-TZVPD basis set) for the ion C5H7BrN3 with charge +1 at a distorted geometry.

- HOMO level (alpha / beta) (eV) = -11.93 / -13.96
- orbital gap (alpha / beta) (eV) = 8.0 / 6.7

ORCA input file:
```
! RIJCOSX wB97M-V def2-TZVPD def2/J DEFGRID3
* xyz 1 3
C -1.466 -0.174 -0.329
C -1.086 1.020 -0.744
C 1.224 0.127 0.542
C -0.650 -1.381 -0.022
C 0.233 1.368 -1.127
N 2.595 1.809 1.509
N 2.068 0.875 0.954
N 0.767 -1.088 0.285
Br 1.222 0.268 -2.265
H -2.513 -0.375 -0.227
H -1.739 1.867 -0.686
H -1.184 -1.952 0.721
H -0.660 -2.062 -0.840
H 0.707 2.367 -1.084
H 3.284 2.369 0.996
H 1.543 -1.663 -0.072
*
```

---

[11]
Density functional theory data (ωB97M-V with the def2-TZVPD basis set) for a structure of composition C30H36ClN5O2STi at a distorted geometry.

- HOMO level (alpha / beta) (eV) = -10.63 / -10.64
- orbital gap (alpha / beta) (eV) = 7.2 / 7.1

ORCA input file:
```
! RIJCOSX wB97M-V def2-TZVPD def2/J DEFGRID3
* xyz 1 2
Ti 0.188 0.124 0.210
C 3.965 -2.500 -3.087
C 5.187 -1.645 -2.748
C 5.703 -0.998 -4.043
C 6.272 -2.562 -2.163
C 4.854 -0.547 -1.743
C 5.883 0.298 -1.284
C 5.662 1.316 -0.381
C 4.367 1.505 0.085
S 3.746 2.676 1.214
C 2.169 1.991 1.053
N 2.103 0.990 0.206
C 3.330 0.683 -0.358
C 3.571 -0.342 -1.270
C 0.971 2.504 1.706
C 1.067 3.528 2.653
C -0.081 4.060 3.206
C -1.316 3.572 2.805
C -1.397 2.539 1.880
C -0.270 1.951 1.298
H 4.255 -3.278 -3.794
H 3.175 -1.907 -3.553
H 3.562 -2.991 -2.198
H 5.957 -1.770 -4.771
H 6.596 -0.400 -3.864
H 4.941 -0.349 -4.480
H 6.466 -3.391 -2.844
H 5.956 -2.973 -1.203
H 7.212 -2.030 -2.013
H 6.891 0.149 -1.648
H 6.474 1.947 -0.047
H 2.738 -0.950 -1.594
H 2.035 3.913 2.954
H -0.017 4.854 3.937
H -2.221 3.996 3.221
H -2.391 2.191 1.618
Cl 0.284 -6.991 1.794
C 0.380 -5.270 1.673
C 0.807 -4.524 2.786
C 0.892 -3.157 2.726
C 0.542 -2.461 1.554
O 0.607 -1.162 1.521
C 0.135 -3.227 0.419
C -0.181 -2.615 -0.817
O -0.107 -1.394 -1.090
C 0.055 -4.636 0.510
H 1.069 -5.046 3.697
H 1.217 -2.580 3.582
H -0.505 -3.282 -1.624
H -0.262 -5.207 -0.354
N 0.549 0.893 -2.782
N -0.201 1.375 -1.663
H 0.286 1.381 -3.631
H 0.329 -0.089 -2.897
H -1.187 1.511 -1.880
H 0.168 2.283 -1.398
C -2.423 -0.799 2.183
C -3.911 -0.695 2.601
N -4.771 -0.831 1.429
C -4.554 -2.144 0.826
C -3.053 -2.331 0.468
N -2.319 -1.083 0.732
C -2.977 -0.007 -0.037
C -4.432 0.204 0.462
H -1.919 -1.609 2.713
H -1.875 0.115 2.399
H -4.121 0.264 3.079
H -4.179 -1.479 3.310
H -5.186 -2.220 -0.060
H -4.884 -2.907 1.531
H -2.927 -2.591 -0.588
H -2.594 -3.124 1.061
H -2.963 -0.304 -1.089
H -2.395 0.917 0.059
H -5.141 0.157 -0.365
H -4.552 1.176 0.944
*
```

---

[12]
Density functional theory data (ωB97M-V with the def2-TZVPD basis set) for a structure of composition C27H41ClN2O6PReSSe at a distorted geometry.

- HOMO level (alpha / beta) (eV) = -5.33 / -5.29
- orbital gap (alpha / beta) (eV) = 6.4 / 7.2

ORCA input file:
```
! RIJCOSX wB97M-V def2-TZVPD def2/J DEFGRID3
* xyz -1 2
Re -1.242 -0.633 0.415
C 3.725 1.623 6.144
C 2.557 0.884 5.565
C 2.220 1.036 4.226
C 1.171 0.316 3.683
C 0.474 -0.571 4.476
C 0.778 -0.719 5.814
C 1.813 0.018 6.361
S -0.719 -1.673 3.700
O 0.095 -2.722 3.121
O -1.659 -2.078 4.720
N -1.388 -0.808 2.530
C -2.455 0.011 2.999
C -3.600 0.054 1.946
O -4.678 0.530 2.261
O -3.297 -0.413 0.814
H 4.170 2.275 5.398
H 4.481 0.917 6.488
H 3.424 2.230 6.995
H 2.782 1.716 3.602
H 0.882 0.439 2.650
H 0.194 -1.418 6.393
H 2.063 -0.090 7.407
H -2.141 1.053 3.167
H -2.850 -0.387 3.940
N -3.043 2.652 -0.133
C -2.597 3.111 1.160
C -1.167 2.557 1.499
O -0.500 3.179 2.318
O -0.812 1.524 0.880
H -2.731 3.256 -0.882
H -4.047 2.530 -0.181
H -3.272 2.735 1.933
H -2.543 4.208 1.255
C -1.304 -0.412 -7.843
C -1.420 -0.288 -6.350
C -1.385 0.951 -5.727
C -1.527 1.077 -4.354
C -1.517 2.436 -3.720
C -1.708 -0.071 -3.566
Se -2.188 0.216 -1.661
C -1.732 -1.328 -4.180
C -1.922 -2.586 -3.397
C -1.584 -1.413 -5.558
H -1.179 0.567 -8.299
H -2.198 -0.875 -8.262
H -0.456 -1.037 -8.122
H -1.259 1.845 -6.326
H -1.137 3.192 -4.405
H -0.906 2.417 -2.819
H -2.532 2.698 -3.421
H -2.306 -2.354 -2.408
H -0.974 -3.108 -3.277
H -2.616 -3.251 -3.908
H -1.618 -2.389 -6.025
C 1.507 -0.570 -2.863
C 1.797 -1.441 -1.652
P 1.179 -0.751 -0.043
C 1.839 0.984 -0.078
C 3.296 1.231 -0.458
C 2.175 -1.811 1.109
C 3.647 -1.462 1.305
H 1.682 -1.124 -3.783
H 2.114 0.330 -2.881
H 0.463 -0.271 -2.848
H 2.868 -1.628 -1.546
H 1.301 -2.406 -1.773
H 1.619 1.441 0.888
H 1.167 1.474 -0.793
H 3.946 1.098 0.401
H 3.414 2.256 -0.810
H 3.629 0.562 -1.247
H 2.076 -2.823 0.701
H 1.660 -1.837 2.072
H 4.169 -1.358 0.357
H 4.134 -2.254 1.872
H 3.752 -0.539 1.870
Cl -0.410 -3.758 -0.510
C -1.573 -2.772 0.356
H -1.522 -3.148 1.385
H -2.550 -3.051 -0.062
*
```

---

ΔE to the lowest compared entry with this formula, charge and spin values, unit kcal per mole, following the record order: 14.2; 8.2; 57.5; 11.3; 0.0; 69.6; 95.4; 62.5; 58.5; 0.0; 18.8; 43.7.
Total energy values, unit Eh, following the record order: -419.8172; -1493.6961; -593.7051; -282.7563; -1967.2663; -726.3901; -392.4625; -382.4030; -272.8555; -2932.5083; -3296.7680; -5293.9520.